No. 1
DFT (ωB97M-V with the def2-TZVPD basis set) results for a structure of composition C10H24BF4KN4O4PS2 in a non-equilibrium geometry.

```
! RIJCOSX wB97M-V def2-TZVPD def2/J DEFGRID3
* xyz -2 2
K 1.30661 0.65635 -0.14410
N -1.01249 -1.38375 -0.39990
C -1.60209 -0.30825 -1.19990
C -2.96989 -0.68445 -1.76900
C -3.41829 0.37815 -2.76600
C -4.90209 0.25925 -3.14420
N -5.86659 0.12265 -2.04310
C -5.86289 1.00845 -0.92830
N -5.33189 2.30585 -1.02670
N -5.75189 0.44145 0.36650
C -1.72319 0.94065 -0.25980
O -2.82089 1.14175 0.28430
O -0.69029 1.61625 -0.12740
H -0.95729 -2.21785 -0.98120
H -1.65929 -1.58695 0.35950
H -0.91159 -0.07145 -2.01170
H -3.66799 -0.72835 -0.92620
H -2.94349 -1.67365 -2.24730
H -2.81109 0.29725 -3.67110
H -3.21379 1.35635 -2.32740
H -5.03559 -0.63205 -3.77000
H -5.19809 1.13065 -3.74390
H -5.87309 -0.83445 -1.70210
H -5.26589 2.61105 -1.98800
H -4.40669 2.35045 -0.58410
H -5.42519 -0.52545 0.33810
H -5.06499 0.97605 0.90030
C 6.57811 1.51315 2.12970
C 6.04221 0.71565 3.30600
O 5.27721 -0.39495 2.90100
P 3.86811 -0.12945 2.05590
S 2.92231 1.31905 3.02790
S 4.25311 -0.15755 0.12910
O 3.16591 -1.56455 2.35890
C 2.86731 -1.95695 3.68620
C 3.91581 -2.92815 4.21470
H 7.13471 2.38165 2.47430
H 5.73291 1.83975 1.52770
H 7.21671 0.88705 1.51200
H 5.41431 1.36495 3.93390
H 6.86731 0.31115 3.90910
H 1.88341 -2.43925 3.65110
H 2.81211 -1.05945 4.31960
H 3.92201 -3.83715 3.61690
H 3.71191 -3.18005 5.25450
H 4.89501 -2.45915 4.14390
F 1.56801 0.84415 -3.32480
B 0.91871 0.56875 -4.52600
F 0.24091 1.69465 -4.96640
F 1.85301 0.19595 -5.48510
F 0.01901 -0.47545 -4.33720
*
```

Computed properties:
Expectation value of S²: 0.75
LUMO energy (alpha / beta), eV: 4.29 / 4.28
HOMO (alpha / beta), eV: -0.5 / -3.3
Strongest force on any atom, hartree/bohr: 0.0356
Frontier orbital gap (alpha / beta), eV: 4.829 / 7.539

natural (NBO) atomic charge list, values in e, 8 entries: atom 1 (K): 0.94, atom 2 (N): -0.84, atom 3 (C): -0.17, atom 4 (C): -0.42, atom 5 (C): -0.43, atom 6 (C): -0.21, atom 7 (N): -0.66, atom 8 (C): 0.40


No. 2
DFT (ωB97M-V with the def2-TZVPD basis set) results for a cluster of 3 separate species, C10H24BrINO5P2S in total in a non-equilibrium geometry.

```
! RIJCOSX wB97M-V def2-TZVPD def2/J DEFGRID3
* xyz -1 1
C 3.46607 -0.01260 0.88234
C 2.08284 0.27436 0.26282
P 0.86040 0.82735 1.53867
C 0.25163 2.47776 1.00085
C 1.05378 3.56104 1.73745
N -0.48948 -0.26416 1.58063
I 0.26515 -1.99162 2.41452
C -1.46709 -0.44320 0.46979
S -1.00491 0.30558 -1.10910
C -1.82343 -2.00218 0.22178
O -1.15558 -2.54109 -0.67392
O -2.67701 -2.43519 0.98698
P -2.97815 0.58032 0.95371
O -4.15620 -0.19861 0.14160
Br -3.20642 0.02038 3.12458
H 3.38751 -0.03353 1.97196
H 4.18308 0.77317 0.63821
H 3.84544 -0.98698 0.57548
H 2.17163 1.01307 -0.54006
H 1.71219 -0.64071 -0.20384
H -0.81997 2.57625 1.18440
H 0.39252 2.60300 -0.07396
H 2.10399 3.26996 1.82877
H 1.01942 4.50116 1.18332
H 0.67650 3.71665 2.74843
H -0.09311 -0.59859 -1.47628
H -4.93618 0.36710 0.15702
C 2.69531 -5.34652 -0.08141
C 3.64264 -4.85999 1.00001
O 2.95094 -4.20970 2.05614
H 2.11017 -4.51535 -0.47551
H 3.24367 -5.81588 -0.90073
H 1.99235 -6.07882 0.32266
H 4.33220 -4.11640 0.60005
H 4.23766 -5.69414 1.39290
H 2.32770 -4.83658 2.43668
C -3.73989 3.02632 -3.83084
C -3.15748 4.01383 -2.83474
O -3.11976 3.49175 -1.51935
H -4.74718 2.73635 -3.52946
H -3.78310 3.45682 -4.83346
H -3.13164 2.12026 -3.87119
H -3.77224 4.91331 -2.78173
H -2.15031 4.31280 -3.15144
H -2.59567 2.68325 -1.52470
*
```

Computed properties:
LUMO energy, eV: 2.57
HOMO, eV: -4.5
Strongest force on any atom, hartree/bohr: 0.0277
Frontier orbital gap, eV: 7.105

natural (NBO) atomic charge list, values in e, 8 entries: atom 1 (C): -0.61, atom 2 (C): -0.77, atom 3 (P): 1.00, atom 4 (C): -0.75, atom 5 (C): -0.60, atom 6 (N): -0.95, atom 7 (I): 0.35, atom 8 (C): -0.46


No. 3
DFT (ωB97M-V with the def2-TZVPD basis set) results for a structure of composition C10H24Cl12N4O8 in a non-equilibrium geometry.

```
! RIJCOSX wB97M-V def2-TZVPD def2/J DEFGRID3
* xyz 0 1
C 3.79025 -2.85982 9.47280
N 4.40668 -1.59599 8.86120
O 5.54735 -1.40199 9.22572
O 3.79391 -1.01049 7.97777
H 3.95604 -2.67121 10.53349
H 4.22090 -3.81279 9.16542
H 2.72184 -2.77005 9.27647
C -2.16482 -3.20769 12.06364
N -0.97492 -4.06611 12.42006
O -0.49343 -4.74291 11.50852
O -0.58115 -4.16022 13.58511
H -2.67129 -3.81579 11.31410
H -1.90869 -2.22360 11.67113
H -2.72230 -3.09927 12.99400
C -1.61920 -5.12036 7.80857
N -0.77114 -4.86069 9.05837
O -1.03748 -3.87392 9.67943
O 0.09719 -5.64961 9.38205
H -1.18705 -6.03665 7.40636
H -1.37374 -4.39890 7.02925
H -2.64447 -5.05163 8.17217
C 1.91006 -8.29002 10.91040
N 0.61943 -8.76150 10.27361
O -0.37318 -8.03211 10.32046
O 0.58403 -9.94384 9.83378
H 1.85527 -8.73760 11.90277
H 1.80463 -7.21053 11.01836
H 2.83952 -8.60190 10.43402
C 1.50658 -5.03470 10.94827
Cl 2.14210 -4.09976 9.58519
Cl 1.69694 -4.19297 12.47081
H 0.46710 -5.31088 10.77133
H 2.11615 -5.93818 10.93261
C 4.09252 -6.08733 13.33856
Cl 3.32757 -6.65399 11.82599
Cl 3.36290 -4.55541 14.02664
H 4.04220 -6.89826 14.06515
H 5.14185 -5.85707 13.15420
C 0.71542 -5.92678 13.84579
Cl 0.52938 -7.10336 12.52219
Cl 1.69752 -6.63810 15.11155
H 1.15116 -5.00265 13.46604
H -0.28926 -5.69501 14.19932
C 3.10509 -2.35442 13.05681
Cl 4.56599 -2.20944 14.12116
Cl 3.47661 -1.58284 11.44356
H 2.91118 -3.42256 12.95891
H 2.22274 -1.90911 13.51644
C 0.98736 -2.69273 7.96477
Cl -0.81878 -2.44312 7.85300
Cl 1.60261 -3.48259 6.53871
H 1.43586 -1.70166 8.03357
H 1.25419 -3.18529 8.89980
C 0.24694 -2.41611 10.71096
Cl 1.71701 -1.60641 10.20488
Cl -1.18701 -1.63712 10.05071
H 0.32265 -3.42102 10.29558
H 0.21690 -2.54656 11.79270
*
```

Computed properties:
Energy relative to the best compared isomer or geometry (same formula, charge and spin), kJ/mol: 4021.4
LUMO energy, eV: -1.14
HOMO, eV: -8.2
Strongest force on any atom, hartree/bohr: 0.2922
Frontier orbital gap, eV: 7.093

natural (NBO) atomic charge list, values in e, 8 entries: atom 1 (C): -0.57, atom 2 (N): 0.50, atom 3 (O): -0.37, atom 4 (O): -0.40, atom 5 (H): 0.22, atom 6 (H): 0.24, atom 7 (H): 0.17, atom 8 (C): -0.50


No. 4
DFT (ωB97M-V with the def2-TZVPD basis set) results for a structure of composition C10H24Cl2NOP2Pt in a non-equilibrium geometry.

```
! RIJCOSX wB97M-V def2-TZVPD def2/J DEFGRID3
* xyz 3 5
C 2.65731 -0.97141 -1.74023
C 1.37650 -1.12019 -0.96712
H 3.04102 -1.95389 -2.02242
H 3.41279 -0.45270 -1.13695
H 2.49434 -0.38806 -2.65828
O 0.84814 -2.18761 -0.70130
Cl 2.11235 2.47907 -0.80476
Pt 0.69162 0.64598 -0.43281
P 1.43410 0.13448 1.77959
C 0.85046 -1.37738 2.60708
C 3.23829 -0.09543 1.70644
H 3.61777 -0.24065 2.72645
H 1.76254 1.27218 3.90419
H 3.68601 0.79514 1.24969
H 1.51779 2.42165 2.53784
H 0.90231 -2.20889 1.89584
H 3.47274 -0.97956 1.10098
C 1.18849 1.47772 2.98764
H 1.48781 -1.57763 3.47787
H 0.11588 1.54541 3.21435
H -0.19153 -1.23322 2.91303
P -1.02262 0.27938 -2.02956
C -2.05968 -1.21091 -1.93857
C -2.20819 1.65472 -2.23360
H 0.40434 1.01719 -3.83179
H -0.99349 0.08494 -4.45187
H 0.38492 -0.76586 -3.70860
C -0.22955 0.13969 -3.66779
H -1.65396 2.59696 -2.29774
H -2.82247 1.52012 -3.13489
H -2.65828 -1.31258 -2.85058
H -2.71185 -1.13517 -1.06467
H -2.85327 1.68664 -1.34734
H -1.41214 -2.08310 -1.81581
Cl -0.74091 2.35973 0.50489
C -3.59398 -0.04184 2.29828
C -2.40455 -0.32137 1.53372
N -1.43943 -0.53585 0.92213
H -3.38491 0.75776 3.01826
H -3.91736 -0.94739 2.83502
H -4.39934 0.27195 1.62341
*
```

Computed properties:
Expectation value of S²: 6.03
LUMO energy (alpha / beta), eV: -11.33 / -15.61
HOMO (alpha / beta), eV: -20.1 / -21.0
Strongest force on any atom, hartree/bohr: 0.1010
Frontier orbital gap (alpha / beta), eV: 8.722 / 5.352

natural (NBO) atomic charge list, values in e, 8 entries: atom 1 (C): -0.73, atom 2 (C): 0.42, atom 3 (H): 0.32, atom 4 (H): 0.29, atom 5 (H): 0.30, atom 6 (O): -0.25, atom 7 (Cl): -0.16, atom 8 (Pt): 0.70


No. 5
DFT (ωB97M-V with the def2-TZVPD basis set) results for a structure of composition C10H24CrN4S2 in a non-equilibrium geometry.

```
! RIJCOSX wB97M-V def2-TZVPD def2/J DEFGRID3
* xyz 1 2
Cr 0.36201 -0.33322 -0.12251
N -1.15244 -1.77599 -0.65204
C -2.38716 -1.14944 -1.18775
C -2.41848 0.32214 -0.80466
N -1.10762 0.94527 -1.07414
C -0.98139 2.25191 -0.39286
C 0.47879 2.66550 -0.30032
N 1.26543 1.56696 0.30273
C -0.83852 1.07045 -2.52905
C 0.03135 -0.05638 -3.07363
N 1.15024 -0.31331 -2.14423
H -0.85830 -2.55578 -1.23099
H -1.32838 -2.16412 0.27153
H -3.28321 -1.64484 -0.81271
H -2.39523 -1.26504 -2.27075
H -2.60893 0.41269 0.26421
H -3.22273 0.83647 -1.34307
H -1.38830 2.13683 0.61295
H -1.56390 3.02705 -0.90334
H 0.56159 3.58996 0.27338
H 0.88989 2.87092 -1.28907
H 1.19766 1.59591 1.31728
H 2.25273 1.66720 0.08913
H -0.32722 2.01692 -2.70368
H -1.77712 1.12164 -3.08890
H 0.37394 0.20709 -4.07684
H -0.53268 -0.98200 -3.16646
H 1.85875 0.40866 -2.24436
H 1.61598 -1.18260 -2.38752
C -0.36560 -2.21143 4.06865
C 0.16624 -1.75369 2.74044
S -0.52608 -0.34554 2.04084
C 1.18800 -2.43451 2.11460
C 1.80901 -3.65575 2.73302
S 1.80928 -1.87806 0.61899
H -1.07388 -1.49269 4.47239
H 0.44438 -2.34421 4.78835
H -0.86997 -3.17629 3.97407
H 2.05529 -3.48730 3.78271
H 2.71884 -3.93388 2.20655
H 1.12260 -4.50530 2.69494
*
```

Computed properties:
Energy relative to the best compared isomer or geometry (same formula, charge and spin), kJ/mol: 3.8
Expectation value of S²: 0.84
LUMO energy (alpha / beta), eV: -3.08 / -3.64
HOMO (alpha / beta), eV: -10.1 / -10.1
Strongest force on any atom, hartree/bohr: 0.0211
Frontier orbital gap (alpha / beta), eV: 6.991 / 6.496

natural (NBO) atomic charge list, values in e, 8 entries: atom 1 (Cr): 0.49, atom 2 (N): -0.78, atom 3 (C): -0.23, atom 4 (C): -0.23, atom 5 (N): -0.44, atom 6 (C): -0.23, atom 7 (C): -0.23, atom 8 (N): -0.79


No. 6
DFT (ωB97M-V with the def2-TZVPD basis set) results for a cluster of 2 separate species, C10H24N3 in total in a non-equilibrium geometry.

```
! RIJCOSX wB97M-V def2-TZVPD def2/J DEFGRID3
* xyz 1 1
C -1.57017 -1.78381 1.18524
C -1.38160 -0.46036 1.89337
C -0.87823 -1.58546 -0.13381
C 0.16876 -0.58049 0.21976
C -1.52864 -0.83038 -2.60912
C 2.20260 -1.32609 -1.52266
C 0.71126 2.23006 1.26844
C 0.45271 1.08762 3.39884
C -1.90345 -0.91939 -1.13349
C 1.57211 -0.22772 -0.54246
N -0.10157 0.01316 1.34308
N 1.30699 1.95421 -2.65041
N 0.59575 1.02332 1.94982
H -1.14106 -2.53640 1.71624
H -2.66272 -2.12521 0.99997
H -2.11729 0.23148 1.54877
H -1.48400 -0.58917 3.03162
H -0.44100 -2.53478 -0.42582
H -0.73893 -0.04236 -2.89714
H -2.47792 -0.49885 -3.07393
H -1.22704 -1.82419 -2.93299
H 1.75128 -2.24408 -1.46531
H 3.28339 -1.54015 -1.22703
H 2.12637 -1.07518 -2.63030
H 1.76858 2.62716 1.37046
H 0.74911 2.01768 0.14270
H -0.12706 2.84481 1.55838
H -0.46669 1.58415 3.74525
H 0.62580 0.07248 3.84487
H 1.15849 1.74263 3.96006
H -2.96063 -1.36470 -1.06186
H -2.09609 0.09260 -0.87787
H 1.38826 0.62031 -1.23340
H 2.35187 0.08999 0.26073
H 1.18611 2.94940 -2.41163
H 0.62390 1.55390 -3.25737
H 2.26937 1.81250 -2.97177
*
```

Computed properties:
Energy relative to the best compared isomer or geometry (same formula, charge and spin), kJ/mol: 321.5
LUMO energy, eV: -3.02
HOMO, eV: -12.6
Strongest force on any atom, hartree/bohr: 0.0793
Frontier orbital gap, eV: 9.573

natural (NBO) atomic charge list, values in e, 8 entries: atom 1 (C): -0.39, atom 2 (C): -0.25, atom 3 (C): -0.30, atom 4 (C): 0.49, atom 5 (C): -0.61, atom 6 (C): -0.61, atom 7 (C): -0.44, atom 8 (C): -0.45